Entry 1:
12
Properties=species:S:1:pos:R:3 method="wB97M-V/def2-TZVPD" charge=0 orbital_gap_ha=0.3102 lumo_ev=-1.002 smiles="N#CC(=C=N)C#N.C=S"
N 0.54 -1.19 2.43
C 0.82 -0.87 1.36
C 1.26 -0.46 0.10
C 1.02 0.78 -0.35
N 0.96 1.90 -0.69
C 1.90 -1.43 -0.75
N 2.27 -2.24 -1.46
H 0.41 2.40 -1.32
C -2.32 0.27 0.28
S -1.96 0.49 -1.25
H -2.28 -0.72 0.75
H -2.59 1.08 0.90

Entry 2:
15
Properties=species:S:1:pos:R:3 method="wB97M-V/def2-TZVPD" charge=0 orbital_gap_ha=0.3459 lumo_ev=-0.176 smiles="O=C[C@]1(Cl)CC=CC=N1" relative_energy_kcal_mol=25.0
O 0.09 -3.19 -0.62
C -0.40 -2.42 0.14
C -0.27 -0.76 0.01
Cl -2.01 -0.52 -0.54
C 0.62 -0.07 -0.99
C 0.40 1.41 -0.82
C 0.12 1.90 0.39
C 0.03 0.97 1.49
N -0.16 -0.28 1.34
H -1.02 -2.66 1.01
H 0.40 -0.39 -2.01
H 1.67 -0.31 -0.78
H 0.47 2.04 -1.69
H -0.06 2.95 0.58
H 0.11 1.32 2.51

Entry 3:
23
Properties=species:S:1:pos:R:3 method="wB97M-V/def2-TZVPD" charge=0 orbital_gap_ha=0.3111 lumo_ev=-0.549 smiles=Cc1cccc2c1P(Cl)NCC2 relative_energy_kcal_mol=4.1
C 0.78 2.81 -0.38
C -0.14 1.65 -0.06
C -1.40 1.92 0.46
C -2.32 0.87 0.83
C -1.94 -0.40 0.42
C -0.79 -0.67 -0.23
C 0.19 0.30 -0.40
P 1.87 -0.15 -1.06
Cl 2.96 0.67 1.15
N 1.88 -1.79 -0.80
C 0.97 -2.41 0.16
C -0.48 -2.11 -0.34
H 0.73 3.53 0.38
H 1.79 2.59 -0.57
H 0.41 3.19 -1.43
H -1.52 2.96 0.89
H -3.37 1.16 1.08
H -2.54 -1.34 0.71
H 2.59 -2.30 -1.18
H 0.96 -1.74 1.04
H 1.13 -3.53 0.25
H -1.21 -2.67 0.36
H -0.55 -2.54 -1.28

Entry 4:
71
Properties=species:S:1:pos:R:3 method="wB97M-V/def2-TZVPD" charge=0 orbital_gap_ha=0.3414 lumo_ev=0.296 smiles="COC(=O)[C@@H](I)[C@H](C)I.CC#N.CC#N.CC#N.CC#N.CC#N.CC#N.CC#N.CC#N.CC#N"
C 4.78 0.55 -1.98
O 3.64 1.00 -2.73
C 2.58 1.49 -2.00
O 2.43 2.72 -1.78
C 1.56 0.44 -1.60
I 2.05 -0.23 0.40
C 0.15 0.99 -1.62
C -0.94 -0.04 -1.30
I -0.21 1.75 -3.61
H 4.52 -0.23 -1.27
H 5.48 0.15 -2.70
H 5.25 1.38 -1.46
H 1.65 -0.44 -2.23
H 0.05 1.82 -0.93
H -1.19 0.00 -0.25
H -1.83 0.14 -1.89
H -0.60 -1.04 -1.56
C 1.56 -4.00 2.54
C 1.82 -2.66 3.02
N 2.03 -1.58 3.38
H 2.05 -4.73 3.18
H 0.49 -4.20 2.54
H 1.94 -4.10 1.53
C -4.16 2.57 -0.27
C -4.13 1.11 -0.22
N -4.07 -0.05 -0.18
H -3.30 2.96 0.27
H -4.12 2.91 -1.30
H -5.06 2.94 0.20
C 5.50 -5.99 1.76
C 4.93 -4.71 1.36
N 4.49 -3.69 1.04
H 4.72 -6.60 2.23
H 5.88 -6.52 0.89
H 6.30 -5.83 2.47
C -5.40 1.36 3.37
C -5.33 2.78 3.10
N -5.29 3.90 2.79
H -6.34 1.12 3.87
H -5.35 0.82 2.42
H -4.58 1.04 4.00
C -1.95 0.41 6.50
C -3.09 -0.32 5.97
N -3.99 -0.92 5.55
H -1.74 1.27 5.87
H -2.17 0.74 7.51
H -1.08 -0.24 6.52
C -3.32 -3.46 2.46
C -2.27 -4.41 2.77
N -1.42 -5.15 3.02
H -2.94 -2.45 2.56
H -3.66 -3.60 1.43
H -4.15 -3.60 3.15
C 0.64 5.02 0.30
C -0.79 4.82 0.52
N -1.92 4.63 0.68
H 0.80 5.94 -0.26
H 1.15 5.09 1.25
H 1.05 4.19 -0.27
C 2.35 -2.25 -5.49
C 1.27 -2.25 -4.52
N 0.40 -2.24 -3.75
H 1.98 -2.62 -6.44
H 2.72 -1.24 -5.62
H 3.15 -2.90 -5.14
C 1.05 4.80 -6.54
C 0.41 3.56 -6.95
N -0.10 2.56 -7.26
H 1.68 4.61 -5.67
H 1.67 5.18 -7.35
H 0.29 5.54 -6.29